1.
Formula: C37H62BF4NO5
Source: OMol25
Level of theory: the ωB97M-V functional and the def2-TZVPD basis

Values from the calculation:
DFT total energy = -2302.4282 Ha
LUMO level = -1.372 eV
maximum force = 0.8 eV/Å
Kohn-Sham gap = 7.48 eV

Positions of all 110 atoms, in Å:
C1 4.44257 1.00925 4.20348
O1 4.34399 1.86701 5.31646
C2 3.09625 1.81266 5.97258
C3 1.93284 2.40817 5.16267
C4 0.73651 1.45775 4.94277
C5 0.58564 1.00313 3.48176
C6 0.04231 2.11802 2.55664
C7 0.91932 2.33789 1.33094
C8 0.39671 3.34293 0.29417
C9 -1.08651 3.29777 -0.07770
C10 -1.45685 2.18676 -1.06132
C11 -1.14386 0.76191 -0.59661
C12 -2.00990 -0.27114 -1.30585
C13 -1.84480 -1.71465 -0.76585
C14 -0.44392 -2.04458 -0.32197
C15 -0.13191 -2.35982 1.00357
B1 -1.16743 -2.53539 2.18234
O2 -2.40359 -3.09448 2.01140
O3 -0.85362 -2.16162 3.46896
C16 1.21041 -2.56816 1.36854
C17 2.22201 -2.45103 0.43957
C18 1.91245 -2.17044 -0.89424
C19 0.58165 -1.99870 -1.28681
N1 0.30505 -1.68096 -2.60739
C20 3.04367 -2.04892 -1.83494
O4 2.99159 -2.31312 -3.01832
C21 4.31891 -1.55426 -1.23764
C22 4.62382 -1.79973 0.03799
C23 5.86299 -1.23352 0.70041
F1 6.20891 -1.95298 1.79120
F2 5.57964 0.03488 1.11886
C24 7.12004 -1.16798 -0.18359
F3 8.15018 -0.71931 0.56488
F4 6.92529 -0.29023 -1.19891
C25 3.64534 -2.62485 0.84217
O5 3.98069 -3.38957 1.71056
H1 3.82729 0.11123 4.33166
H2 5.48212 0.70710 4.09752
H3 4.13392 1.50571 3.27845
H4 3.22926 2.36509 6.90140
H5 2.88179 0.77070 6.24415
H6 1.58680 3.31271 5.66225
H7 2.32272 2.71382 4.19025
H8 -0.19253 1.95215 5.22634
H9 0.86456 0.56280 5.55531
H10 1.55246 0.65837 3.10701
H11 -0.12573 0.17510 3.47360
H12 -0.97408 1.85559 2.26011
H13 -0.04010 3.04421 3.13302
H14 1.88156 2.72062 1.68816
H15 1.14383 1.37508 0.86384
H16 0.61655 4.34555 0.67258
H17 0.98476 3.23612 -0.62225
H18 -1.72760 3.25221 0.80544
H19 -1.32402 4.24750 -0.56447
H20 -2.51362 2.26289 -1.33110
H21 -0.89708 2.37706 -1.98457
H22 -0.10317 0.54662 -0.84829
H23 -1.23282 0.66313 0.48861
H24 -1.75858 -0.22945 -2.36695
H25 -3.06540 -0.00720 -1.22893
H26 -2.54094 -1.85851 0.05453
H27 -2.11440 -2.41567 -1.56301
H28 -2.82982 -3.18298 2.87215
H29 0.07303 -1.94680 3.60205
H30 1.48800 -2.82589 2.38284
H31 -0.61367 -1.96884 -2.91726
H32 0.98598 -2.07965 -3.24285
H33 4.94940 -0.97419 -1.89562
H34 7.38360 -2.15042 -0.57770
C26 -8.78750 -3.96066 1.60595
C27 -8.42100 -3.04341 0.44309
C28 -6.99651 -3.24823 -0.07085
C29 -5.89657 -2.96652 0.95380
C30 -5.90191 -1.56037 1.55353
C31 -5.65937 -0.47708 0.51073
H35 -8.14478 -3.79243 2.47127
H36 -9.81644 -3.79379 1.92678
H37 -8.69286 -5.00960 1.31735
H38 -8.56537 -2.00100 0.74053
H39 -9.11553 -3.22038 -0.38206
H40 -6.84508 -2.62053 -0.95336
H41 -6.88865 -4.28127 -0.41566
H42 -4.92409 -3.13924 0.48183
H43 -5.96592 -3.69742 1.76491
H44 -5.11413 -1.50308 2.30987
H45 -6.84177 -1.37383 2.08003
H46 -4.69949 -0.63607 0.01561
H47 -5.64096 0.51922 0.95557
H48 -6.43156 -0.47254 -0.26019
C32 2.89483 3.06696 -7.33279
C33 2.91280 1.81336 -6.46327
C34 1.56931 1.50985 -5.80183
C35 1.06596 2.59014 -4.84236
C36 2.01989 2.92343 -3.69630
C37 2.29766 1.73116 -2.78817
H49 2.65475 3.95837 -6.75140
H50 3.86653 3.23380 -7.79917
H51 2.15273 2.97630 -8.12882
H52 3.69212 1.90791 -5.70200
H53 3.19618 0.95626 -7.07937
H54 1.64265 0.55637 -5.27106
H55 0.81588 1.36229 -6.58220
H56 0.11085 2.25861 -4.42091
H57 0.84577 3.50450 -5.40008
H58 1.58098 3.73096 -3.10327
H59 2.96259 3.31441 -4.08831
H60 1.36596 1.35101 -2.36022
H61 2.96037 2.00752 -1.96508
H62 2.77125 0.91054 -3.33117

Atom charges from the Mulliken analysis, given in e for atoms 1 to 6:
1 C -0.606
2 O -0.474
3 C -0.767
4 C -0.280
5 C -1.328
6 C 0.421

=====

2.
Formula: C5H5N
Source: OMol25
Level of theory: the ωB97M-V functional and the def2-TZVPD basis

Values from the calculation:
DFT total energy = -248.0431 Ha
relative energy (zero: lowest compared OMol25 entry of this formula, charge and spin) = 145.5 kcal per mole
LUMO level (alpha / beta) = 1.043 / 1.043 eV
maximum force = 2.0 eV/Å
Kohn-Sham gap (alpha / beta) = 8.94 / 8.94 eV

Positions of all 11 atoms, in Å:
C1 0.06986 0.06904 1.07387
C2 -0.78376 -0.75448 -0.17292
C3 0.64949 -0.92631 0.16524
N1 1.08581 -0.01399 -0.95976
C4 0.16680 1.19944 0.12111
C5 -0.30197 0.43225 -1.02171
H1 0.12244 0.10869 2.16363
H2 -1.62294 -1.44420 -0.28159
H3 1.15650 -1.82309 0.50334
H4 0.13593 2.27308 0.34375
H5 -0.67816 0.87958 -1.93495

Atom charges from the Mulliken analysis, given in e for atoms 1 to 6:
1 C -0.560
2 C -0.529
3 C -0.039
4 N -0.588
5 C -0.377
6 C 0.016

=====

3.
Formula: C39H43As2ClIrSi2
Source: OMol25
Level of theory: the ωB97M-V functional and the def2-TZVPD basis

Values from the calculation:
DFT total energy = -7126.1775 Ha
relative energy (zero: lowest compared OMol25 entry of this formula, charge and spin) = 44.3 kcal per mole
⟨S²⟩ = 8.79
net charge = +2
LUMO level (alpha / beta) = -7.276 / -8.771 eV
maximum force = 3.6 eV/Å
Kohn-Sham gap (alpha / beta) = 3.73 / 4.15 eV
2S+1 = 6

Positions of all 88 atoms, in Å:
C1 -0.50022 -1.16247 4.48064
C2 0.77444 -1.04058 3.88788
C3 0.90953 0.29861 3.34420
H1 1.58706 -1.76681 3.92573
C4 -0.37433 0.98411 3.62911
C5 -1.21430 0.04342 4.32929
H2 -2.14193 0.30215 4.84011
H3 -0.86432 -2.02769 5.03163
H4 1.85554 0.78448 3.12068
H5 -0.50849 2.06823 3.58587
Ir1 -0.30993 0.05778 1.57953
Si1 2.43172 0.44932 -1.32595
C6 3.32455 0.11780 -2.95898
C7 2.68064 0.44887 -4.15723
H6 1.78184 1.07470 -4.14786
C8 3.14302 -0.07269 -5.37268
H7 2.57146 0.11501 -6.28113
C9 4.30903 -0.83847 -5.41597
H8 4.65035 -1.26873 -6.36042
C10 5.01946 -1.05983 -4.23149
H9 5.94823 -1.63216 -4.25875
C11 4.54007 -0.57818 -3.00579
H10 5.07937 -0.77612 -2.07511
C12 2.03530 2.26047 -1.67640
C13 3.12500 3.15423 -1.70688
H11 4.11737 2.80968 -1.40234
C14 2.96277 4.46175 -2.17709
H12 3.82534 5.13505 -2.22530
C15 1.70433 4.89826 -2.60711
H13 1.57115 5.91275 -2.98987
C16 0.61653 4.02316 -2.54587
H14 -0.37273 4.35794 -2.85567
C17 0.78511 2.71352 -2.08157
H15 -0.08476 2.05769 -2.04363
H16 3.32019 0.42317 -0.15524
Si2 -1.67027 -0.30837 -3.21875
C18 -0.09869 2.07325 1.05968
C19 1.08416 2.70065 1.40787
H17 1.94907 2.11485 1.72466
C20 1.15872 4.09418 1.34568
H18 2.07804 4.58517 1.65748
C21 0.06641 4.84515 0.92020
H19 0.11422 5.93565 0.89621
C22 -1.08838 4.19123 0.50926
H20 -1.94581 4.75248 0.12820
C23 -1.16704 2.79388 0.52857
H21 -2.05822 2.29242 0.15384
C24 -0.01715 -0.91125 -2.58515
C25 0.64524 -0.45656 -1.36217
H22 0.02580 0.14136 -0.65648
C26 1.64619 -1.34689 -0.78365
H23 1.80591 -1.39103 0.30670
C27 2.16709 -2.44238 -1.54923
H24 3.01426 -3.01039 -1.14486
C28 1.61768 -2.73487 -2.77089
H25 1.99703 -3.56634 -3.36387
C29 0.54010 -1.99399 -3.28260
H26 0.12660 -2.30211 -4.24586
H27 -2.52994 0.68821 -2.61139
Cl1 -2.82361 -1.96825 -3.60888
C30 -4.01436 -0.19670 0.02361
As1 -2.74356 0.08228 1.50162
C31 -3.67158 1.39269 2.60677
C32 -3.23099 -1.58587 2.46485
C33 -4.42742 -1.75847 3.15853
C34 -4.66398 -2.99284 3.78521
C35 -3.72969 -4.02684 3.69470
C36 -2.53810 -3.85413 2.97681
C37 -2.30232 -2.62022 2.38220
As2 -0.65538 -2.24958 1.33808
C38 0.59287 -3.57080 2.05988
C39 -1.22697 -3.15696 -0.28997
H28 -3.95764 0.67107 -0.64063
H29 -5.00943 -0.27928 0.48840
H30 -3.76516 -1.11063 -0.52664
H31 -3.91878 0.93191 3.56729
H32 -3.02032 2.25914 2.73958
H33 -4.57877 1.67803 2.05831
H34 -5.16342 -0.95260 3.20659
H35 -5.59159 -3.14186 4.34030
H36 -3.91854 -4.98357 4.17685
H37 -1.80994 -4.65910 2.87625
H38 0.39305 -4.49663 1.51006
H39 1.61740 -3.21674 1.89306
H40 0.38282 -3.68054 3.12870
H41 -1.29248 -4.21303 0.00345
H42 -2.20258 -2.76829 -0.59335
H43 -0.48894 -3.00492 -1.08138

Atom charges from the Mulliken analysis, given in e for atoms 1 to 6:
1 C -0.220
2 C -1.549
3 C -0.060
4 H 0.577
5 C -0.337
6 C -0.772

=====

Q: The highest maximum force belongs to which entry?
A: C39H43As2ClIrSi2

=====

Q: Which formula does entry 2 have?
A: C5H5N

=====

Q: Among the records above, which one has the highest maximum force?
A: C39H43As2ClIrSi2

=====

Q: Number 2 is which compound?
A: C5H5N